[1]
12 unconnected molecules or ions with the total composition C32H88O12, computed with the ωB97M-V functional and the def2-TZVPD basis.

Structure (XYZ):
```
132
Properties=species:S:1:pos:R:3
C -6.458 -0.896 1.715
C -4.897 -0.942 1.689
C -4.254 -1.612 2.923
O -4.509 -1.719 0.587
H -6.921 -0.616 0.731
H -6.878 -0.209 2.444
H -6.787 -1.930 1.940
H -4.583 0.107 1.611
H -3.175 -1.646 2.752
H -4.690 -2.598 3.124
H -4.431 -1.113 3.876
H -3.590 -1.462 0.341
C 2.103 0.376 -4.715
C 2.486 0.953 -6.077
C 1.379 0.793 -7.083
O 2.972 2.299 -6.023
H 2.942 0.366 -4.025
H 1.726 -0.674 -4.822
H 1.328 0.971 -4.217
H 3.358 0.391 -6.454
H 1.558 1.365 -8.006
H 0.453 1.207 -6.644
H 1.224 -0.257 -7.376
H 2.227 2.878 -5.811
C -1.083 0.400 4.610
C -1.950 0.441 5.829
C -3.128 1.403 5.786
O -2.502 -0.887 6.013
H -1.761 0.449 3.762
H -0.555 -0.531 4.495
H -0.421 1.294 4.596
H -1.369 0.636 6.752
H -2.802 2.432 5.717
H -3.776 1.229 6.624
H -3.692 1.265 4.861
H -3.229 -0.809 6.652
C 2.206 -2.888 -1.918
C 3.448 -2.236 -1.252
C 4.357 -3.266 -0.610
O 4.128 -1.456 -2.207
H 2.448 -3.800 -2.460
H 1.831 -2.191 -2.663
H 1.434 -2.984 -1.182
H 3.028 -1.550 -0.494
H 3.775 -3.969 -0.025
H 5.064 -2.796 0.103
H 4.973 -3.750 -1.358
H 4.803 -0.912 -1.777
C 3.119 1.171 2.483
C 4.120 0.806 3.537
C 5.526 0.793 3.015
O 3.944 1.574 4.697
H 2.108 1.277 2.856
H 3.034 0.519 1.591
H 3.362 2.167 2.016
H 3.914 -0.223 3.879
H 5.755 1.794 2.593
H 5.618 0.094 2.194
H 6.309 0.565 3.760
H 4.050 2.511 4.477
C 1.191 4.481 1.764
C 0.182 5.487 1.200
C 0.097 5.518 -0.308
O -1.090 5.136 1.679
H 2.218 4.695 1.444
H 1.001 3.448 1.487
H 1.223 4.461 2.853
H 0.441 6.482 1.571
H -0.469 4.620 -0.625
H 1.067 5.509 -0.749
H -0.384 6.399 -0.686
H -1.110 4.932 2.627
C 3.150 2.375 -1.672
C 4.337 3.090 -1.130
C 5.600 2.218 -1.174
O 4.595 4.319 -1.790
H 3.095 1.344 -1.341
H 3.271 2.321 -2.762
H 2.179 2.799 -1.434
H 4.154 3.353 -0.075
H 6.449 2.877 -0.940
H 5.728 1.827 -2.167
H 5.528 1.468 -0.395
H 4.413 4.407 -2.729
C -1.580 -0.382 -5.105
C -2.857 -0.456 -4.180
C -4.045 -1.140 -4.788
O -2.551 -0.948 -2.881
H -1.823 0.042 -6.100
H -1.181 -1.390 -5.326
H -0.784 0.113 -4.544
H -3.131 0.590 -4.011
H -4.348 -0.743 -5.757
H -4.925 -1.093 -4.138
H -3.835 -2.185 -5.022
H -2.345 -1.902 -2.970
C 0.033 0.532 -0.992
C -0.649 -0.728 -0.373
C -0.165 -0.924 1.068
O -2.024 -0.533 -0.305
H -0.342 0.755 -1.994
H 1.122 0.403 -1.110
H -0.204 1.324 -0.275
H -0.453 -1.643 -0.987
H -0.317 -0.055 1.734
H 0.876 -1.196 1.233
H -0.735 -1.760 1.455
H -2.349 -0.478 -1.211
C -2.420 -4.916 2.057
C -1.069 -4.647 2.700
C -1.282 -3.787 3.970
O -0.514 -5.911 2.980
H -3.051 -5.409 2.808
H -2.213 -5.578 1.188
H -2.935 -4.018 1.713
H -0.373 -4.117 2.005
H -2.039 -4.214 4.640
H -1.573 -2.794 3.649
H -0.308 -3.570 4.460
H -0.564 -6.439 2.185
C -1.856 -4.296 -1.720
O -2.016 -3.774 -3.060
H -1.363 -5.299 -1.786
H -1.123 -3.632 -1.321
H -2.733 -4.226 -1.072
H -2.885 -4.071 -3.375
C -2.805 2.411 -0.055
O -3.240 3.686 0.366
H -2.365 1.849 0.773
H -3.665 1.880 -0.450
H -2.080 2.407 -0.894
H -2.456 4.097 0.742
```

Properties
Kohn-Sham gap: 9.957 eV
Energy relative to the best compared isomer or geometry (same formula, charge and spin): 45.1 kcal per mole
LUMO energy: 0.4 eV
Largest force on an atom: 2.3 eV Å⁻¹
Structure (SMILES): CC(C)O.CC(C)O.CC(C)O.CC(C)O.CC(C)O.CC(C)O.CC(C)O.CC(C)O.CC(C)O.CC(C)O.CO.CO


[2]
11 unconnected molecules or ions with the total composition C32H91N5O11, computed with the ωB97M-V functional and the def2-TZVPD basis.

Structure (XYZ):
```
139
Properties=species:S:1:pos:R:3
C 17.805 -6.810 -38.746
C 17.111 -5.593 -39.367
C 17.513 -5.424 -40.860
O 18.867 -5.043 -41.026
C 19.364 -4.960 -42.340
N 15.637 -5.734 -39.272
H 17.586 -7.732 -39.285
H 17.493 -6.936 -37.709
H 18.860 -6.538 -38.762
H 17.536 -4.799 -38.753
H 16.916 -4.590 -41.230
H 17.299 -6.274 -41.508
H 19.470 -5.973 -42.729
H 20.322 -4.442 -42.326
H 18.720 -4.301 -42.924
H 15.178 -4.983 -39.767
H 15.353 -5.602 -38.311
C 15.007 -10.502 -38.350
C 13.578 -10.883 -38.812
C 12.736 -11.648 -37.835
O 13.522 -12.851 -37.490
C 12.815 -13.546 -36.436
N 12.892 -9.683 -39.250
H 14.916 -9.818 -37.506
H 15.512 -10.028 -39.192
H 15.535 -11.428 -38.122
H 13.743 -11.416 -39.748
H 11.778 -12.002 -38.217
H 12.465 -10.972 -37.025
H 13.434 -14.428 -36.274
H 11.774 -13.653 -36.742
H 12.778 -13.004 -35.491
H 11.982 -9.904 -39.630
H 13.386 -9.337 -40.060
C 13.216 -10.861 -44.462
C 13.037 -12.042 -43.487
C 12.048 -13.103 -44.089
O 10.840 -12.458 -44.461
C 9.905 -13.445 -44.960
N 14.338 -12.544 -43.045
H 12.281 -10.300 -44.479
H 13.556 -11.284 -45.407
H 13.982 -10.165 -44.119
H 12.508 -11.667 -42.611
H 11.957 -13.859 -43.310
H 12.452 -13.585 -44.979
H 10.098 -13.766 -45.983
H 8.930 -12.964 -45.038
H 9.848 -14.346 -44.350
H 14.885 -12.798 -43.855
H 14.888 -11.780 -42.679
C 13.017 -1.742 -43.418
C 14.405 -2.395 -43.703
C 15.512 -1.339 -43.351
O 16.783 -1.867 -43.608
C 17.857 -1.354 -42.794
N 14.636 -3.557 -42.880
H 12.341 -2.578 -43.598
H 12.807 -1.078 -44.256
H 12.832 -1.333 -42.425
H 14.549 -2.763 -44.718
H 15.395 -1.098 -42.294
H 15.439 -0.474 -44.010
H 17.545 -1.360 -41.749
H 18.161 -0.368 -43.142
H 18.752 -1.951 -42.970
H 15.509 -3.993 -43.142
H 14.029 -4.292 -43.214
C 11.466 -5.591 -36.260
C 12.312 -6.496 -37.201
C 13.744 -6.693 -36.598
O 14.486 -5.517 -36.561
C 15.495 -5.541 -35.607
N 11.660 -7.753 -37.305
H 10.552 -5.267 -36.757
H 11.957 -4.629 -36.109
H 11.241 -5.969 -35.263
H 12.341 -6.045 -38.193
H 14.275 -7.464 -37.157
H 13.605 -7.201 -35.643
H 15.856 -4.523 -35.458
H 16.287 -6.141 -36.055
H 15.181 -5.920 -34.635
H 12.160 -8.319 -37.976
H 11.796 -8.320 -36.481
C 10.215 -12.555 -41.062
C 9.942 -11.025 -41.277
O 10.249 -10.418 -40.057
H 11.286 -12.702 -40.922
H 10.041 -13.104 -41.988
H 9.557 -13.008 -40.321
H 8.879 -10.798 -41.349
H 10.494 -10.655 -42.141
H 9.956 -9.504 -40.017
C 17.974 -11.035 -41.520
C 17.174 -9.780 -42.012
O 15.796 -10.173 -42.024
H 17.732 -11.906 -42.130
H 17.759 -11.261 -40.476
H 19.050 -10.874 -41.447
H 17.430 -9.500 -43.033
H 17.316 -8.896 -41.390
H 15.317 -9.420 -41.670
C 8.845 -8.977 -45.021
C 8.566 -8.361 -43.659
O 8.467 -6.955 -43.742
H 9.636 -8.399 -45.498
H 8.019 -8.846 -45.721
H 9.161 -10.020 -45.037
H 9.421 -8.490 -42.995
H 7.650 -8.820 -43.288
H 7.687 -6.733 -44.256
C 10.745 -3.893 -40.281
C 10.673 -4.428 -41.680
O 9.899 -5.610 -41.633
H 9.820 -3.478 -39.882
H 11.466 -3.076 -40.245
H 11.102 -4.718 -39.665
H 11.681 -4.589 -42.063
H 10.201 -3.778 -42.417
H 9.657 -5.980 -42.485
C 16.453 -7.364 -45.553
C 15.942 -6.440 -44.490
O 15.069 -5.514 -45.117
H 15.564 -7.908 -45.872
H 17.239 -7.974 -45.110
H 16.957 -6.977 -46.439
H 16.695 -5.898 -43.918
H 15.393 -7.039 -43.763
H 15.639 -4.854 -45.518
C 12.947 -8.154 -42.474
C 13.502 -7.157 -41.463
O 14.683 -7.734 -40.988
H 11.975 -7.810 -42.827
H 12.859 -9.132 -42.000
H 13.612 -8.407 -43.300
H 12.864 -7.036 -40.587
H 13.616 -6.188 -41.947
H 15.034 -7.121 -40.338
```

Properties
Spin multiplicity: 2
Charge: -1
Kohn-Sham gap (alpha / beta): 1.403 / 9.006 eV
Energy relative to the best compared isomer or geometry (same formula, charge and spin): 0.0 kcal per mole
LUMO energy (alpha / beta): 2.3 / 2.2 eV
⟨S²⟩: 0.750
Largest force on an atom: 2.6 eV Å⁻¹